No. 1
C44H55O4P | ωB97M-V with the def2-TZVPD basis set

Results
Kohn-Sham gap = 9.4 eV
LUMO = 0.6 eV

Each atom is followed by the atoms it is bonded to, with distances in Å.
Element x y z (Å)
1 O 5.77 1.13 -2.31  C61 1.413, C64 1.423
2 H 4.97 2.42 -1.00  C61 1.098
3 H 4.03 3.48 -2.95  C12 1.101
4 H 3.96 0.97 -1.27  C61 1.103
5 H -5.63 2.45 3.88  C75 1.083
6 C 6.39 -0.15 -4.26  C64 1.532, H69 1.096, H81 1.097, H88 1.096
7 C -0.19 2.27 5.75  H26 1.083, C93 1.388, C104 1.390
8 C -2.62 -3.24 1.40  C80 1.384, H86 1.084, C92 1.387
9 H 1.88 0.82 -3.67  C27 1.105
10 C -3.85 -6.44 -5.54  C20 1.389, C24 1.388, H89 1.083
11 H 1.85 3.56 1.94  C79 1.083
12 C 3.74 2.42 -2.81  H3 1.101, C61 1.534, H63 1.101, O68 1.422
13 H 1.90 5.17 3.82  C38 1.084
14 C 1.83 4.14 6.06  C71 1.389, H98 1.083, C102 1.389
15 C -4.42 -5.73 -3.31  C20 1.389, C47 1.389, H60 1.083
16 H -1.92 -3.10 -3.15  C95 1.099
17 H -3.81 -4.39 -4.88  C20 1.083
18 H 1.21 -1.45 3.84  C87 1.083
19 C 3.14 4.73 0.70  C74 1.389, C79 1.389, H84 1.084
20 C -4.01 -5.42 -4.60  C10 1.389, C15 1.389, H17 1.083
21 H -4.99 -7.28 -1.95  C47 1.083
22 C -2.44 1.83 2.94  H36 1.083, C50 1.389, C91 1.386
23 C 2.44 0.07 2.94  C45 1.389, H70 1.083, C87 1.390
24 C -4.10 -7.75 -5.19  C10 1.388, H42 1.083, C51 1.389
25 H 4.45 -0.15 -3.26  C64 1.102
26 H -0.98 1.54 5.62  C7 1.083
27 C 1.48 1.77 -3.27  H9 1.105, C30 1.530, H43 1.103, O68 1.412
28 H -0.27 -1.04 -3.57  C37 1.105
29 C 1.75 0.81 0.76  C45 1.388, C55 1.387, H94 1.085
30 C 0.19 1.50 -2.49  C27 1.530, H32 1.102, O34 1.415, H59 1.098
31 H -1.07 3.14 7.50  C93 1.083
32 H 0.40 0.79 -1.68  C30 1.102
33 H -4.13 -0.44 1.09  C35 1.084
34 O -0.80 0.96 -3.35  C30 1.415, C37 1.418
35 C -3.97 0.35 1.82  H33 1.084, C49 1.388, C91 1.386
36 H -1.43 2.18 3.10  C22 1.083
37 C -1.07 -0.41 -3.13  H28 1.105, O34 1.418, P40 1.861, H78 1.107
38 C 2.46 5.38 2.91  H13 1.084, C67 1.389, C79 1.388
39 H -1.84 0.34 1.53  C91 1.080
40 P -2.70 -0.88 -3.90  C37 1.861, O54 1.682, C95 1.841
41 H -4.72 -9.09 -3.62  C51 1.083
42 H -3.98 -8.54 -5.91  C24 1.083
43 H 1.27 2.43 -4.13  C27 1.103
44 H -3.67 -3.08 -3.52  C95 1.097
45 C 2.63 0.89 1.84  C23 1.389, C29 1.388, H53 1.083
46 H -6.05 0.62 2.27  C49 1.083
47 C -4.67 -7.04 -2.96  C15 1.389, H21 1.083, C51 1.388
48 H 4.51 7.71 1.56  C56 1.083
49 C -5.04 0.95 2.46  C35 1.388, H46 1.083, C75 1.391
50 C -3.50 2.42 3.61  C22 1.389, H73 1.083, C75 1.391
51 C -4.52 -8.06 -3.89  C24 1.389, H41 1.083, C47 1.388
52 H -1.66 -3.70 -1.82  C66 1.083
53 H 3.45 1.59 1.81  C45 1.083
54 O -2.20 -1.49 -5.39  P40 1.682, H103 0.965
55 C 0.68 -0.07 0.79  C29 1.387, C65 1.387, H85 1.084
56 C 3.93 6.80 1.64  H48 1.083, C67 1.389, C74 1.389
57 C -2.72 -5.57 0.81  H62 1.083, C92 1.391, C99 1.391
58 H 4.45 6.10 -0.32  C74 1.083
59 H -0.19 2.43 -2.04  C30 1.098
60 H -4.54 -4.94 -2.58  C15 1.083
61 C 4.61 1.72 -1.76  O1 1.413, H2 1.098, H4 1.103, C12 1.534
62 H -2.92 -6.60 1.07  C57 1.083
63 H 3.87 1.91 -3.78  C12 1.101
64 C 5.52 -0.09 -3.01  O1 1.423, C6 1.532, H25 1.102, H100 1.102
65 C 0.48 -0.87 1.90  C55 1.387, C87 1.390, H101 1.083
66 C -2.01 -3.94 -0.83  H52 1.083, C80 1.387, C99 1.390
67 C 3.21 6.54 2.80  C38 1.389, C56 1.389, H96 1.083
68 O 2.39 2.34 -2.37  C12 1.422, C27 1.412
69 H 7.23 0.55 -4.15  C6 1.096
70 H 3.12 0.13 3.78  C23 1.083
71 C 1.88 3.24 5.01  C14 1.389, H82 1.084, C104 1.389
72 H -3.09 -2.36 -2.00  C95 1.101
73 H -3.32 3.24 4.30  C50 1.083
74 C 3.89 5.89 0.59  C19 1.389, C56 1.389, H58 1.083
75 C -4.80 1.98 3.37  H5 1.083, C49 1.391, C50 1.391
76 H -2.17 -6.05 -1.21  C99 1.083
77 H 0.73 4.81 7.78  C102 1.083
78 H -1.13 -0.63 -2.05  C37 1.107
79 C 2.43 4.47 1.86  H11 1.083, C19 1.389, C38 1.388
80 C -2.19 -2.94 0.12  C8 1.384, C66 1.387, H97 1.085
81 H 6.81 -1.16 -4.41  C6 1.097
82 H 2.70 3.27 4.30  C71 1.084
83 H -3.19 -4.80 2.76  C92 1.083
84 H 3.10 4.03 -0.13  C19 1.084
85 H -0.01 -0.12 -0.04  C55 1.084
86 H -2.71 -2.44 2.12  C8 1.084
87 C 1.37 -0.82 2.97  H18 1.083, C23 1.390, C65 1.390
88 H 5.84 0.13 -5.16  C6 1.096
89 H -3.53 -6.20 -6.55  C10 1.083
90 H 0.90 1.60 4.02  C104 1.084
91 C -2.67 0.79 2.06  C22 1.386, C35 1.386, H39 1.080
92 C -2.87 -4.56 1.76  C8 1.387, C57 1.391, H83 1.083
93 C -0.24 3.17 6.81  C7 1.388, H31 1.083, C102 1.389
94 H 1.91 1.45 -0.10  C29 1.085
95 C -2.85 -2.52 -3.07  H16 1.099, P40 1.841, H44 1.097, H72 1.101
96 H 3.23 7.25 3.62  C67 1.083
97 H -1.97 -1.91 -0.14  C80 1.085
98 H 2.62 4.88 6.19  C14 1.083
99 C -2.29 -5.26 -0.48  C57 1.391, C66 1.390, H76 1.083
100 H 5.73 -0.93 -2.33  C64 1.102
101 H -0.37 -1.54 1.94  C65 1.083
102 C 0.77 4.11 6.96  C14 1.389, H77 1.083, C93 1.389
103 H -1.91 -0.78 -5.98  O54 0.965
104 C 0.86 2.31 4.85  C7 1.390, C71 1.389, H90 1.084

Mulliken atomic charge list, values in e, 99 entries: O -0.467; H 0.177; H 0.187; H 0.391; H 0.361; C -1.155; C -0.483; C -0.487; H 0.319; C -0.632; H 0.533; C -0.692; H 0.577; C -0.404; C 0.011; H 0.350; H 0.351; H 0.416; C -0.194; C -0.321; H 0.378; C -0.337; C -0.754; C -0.319; H 0.151; H 0.554; C -0.452; H 0.307; C -0.146; C 0.117; H 0.382; H -0.199; H 0.389; O -0.323; C -0.599; H 0.582; C 0.771; C -0.398; H 0.212; P -0.086; H 0.370; H 0.363; H 0.227; H 0.132; C 0.081; H 0.394; C -0.517; H 0.363; C -0.455; C -0.515; C -0.410; H 0.232; H 0.517; O -0.523; C -0.153; C -0.411; C -0.663; H 0.407; H 0.324; H 0.427; C -0.231; H 0.386; H 0.556; C -0.075; C 0.536; C -0.161; C -0.660; O -0.157; H 0.293; H 0.360; C -0.864; H 0.437; H 0.432; C -0.554; C -0.472; H 0.534; H 0.386; H -0.699; C -0.778; C 0.281; H 0.343; H 0.809; H 0.409; H 0.681; H -0.546; H 0.392; C -0.714; H 0.273; H 0.374; H 0.257; C -0.090; C -0.529; C -0.560; H 0.117; C -0.892; H 0.400; H -0.143; H 0.418; C -0.238

=====

No. 2
C11H18Cl3FNO2 | ωB97M-V with the def2-TZVPD basis set

Results
charge = -1
Kohn-Sham gap = 7.3 eV
LUMO = 2.9 eV

Each atom is followed by the atoms it is bonded to, with distances in Å.
Element x y z (Å)
1 C 1.76 -1.18 0.04  C2 1.549, H5 1.089, N13 1.416, Cl26 1.801
2 C 2.05 -1.95 1.36  C1 1.549, H4 1.078, C22 1.529, Cl35 1.784
3 C -0.74 1.64 2.24  H16 1.087, H18 1.078, C28 1.528, H32 1.087
4 H 2.76 -2.71 1.09  C2 1.078
5 H 1.14 -1.87 -0.52  C1 1.089
6 H -3.24 -0.36 -0.97  C10 1.084
7 C -1.24 -0.86 -1.64  H8 1.088, C10 1.528, C31 1.528, F36 1.403
8 H -1.24 -1.64 -2.41  C7 1.088
9 C -0.42 1.89 -0.27  H11 1.089, H15 1.077, C19 1.536, C28 1.519
10 C -2.58 -0.14 -1.80  H6 1.084, C7 1.528, H20 1.081, H29 1.085
11 H 0.16 2.72 0.11  C9 1.089
12 H -0.06 -2.53 1.27  C22 1.086
13 N 1.17 0.07 0.34  C1 1.416, C19 1.455, H27 1.010
14 C 1.71 1.73 -1.43  C19 1.597, O24 1.247, O30 1.263
15 H -0.96 2.30 -1.11  C9 1.077
16 H -1.13 0.86 2.89  C3 1.087
17 H -1.79 0.48 0.74  C28 1.079
18 H -0.98 2.61 2.64  C3 1.078
19 C 0.58 0.83 -0.75  C9 1.536, N13 1.455, C14 1.597, C31 1.541
20 H -2.47 0.92 -1.96  C10 1.081
21 Cl -2.81 2.59 0.80  C28 1.843
22 C 0.80 -2.62 1.93  C2 1.529, H12 1.086, H23 1.083, H34 1.082
23 H 0.53 -2.16 2.87  C22 1.083
24 O 2.66 2.05 -0.70  C14 1.247
25 H 0.75 -0.63 -2.35  C31 1.085
26 Cl 3.32 -1.07 -0.85  C1 1.801
27 H 0.54 -0.08 1.12  N13 1.010
28 C -1.36 1.46 0.85  C3 1.528, C9 1.519, H17 1.079, Cl21 1.843
29 H -3.08 -0.54 -2.68  C10 1.085
30 O 1.49 2.09 -2.62  C14 1.263
31 C -0.01 0.00 -1.91  C7 1.528, C19 1.541, H25 1.085, H33 1.081
32 H 0.34 1.52 2.21  C3 1.087
33 H -0.29 0.69 -2.70  C31 1.081
34 H 0.99 -3.67 2.08  C22 1.082
35 Cl 2.86 -0.90 2.56  C2 1.784
36 F -1.20 -1.55 -0.42  C7 1.403

The molecule's Mulliken atomic charges, reported in e, are given here: C 0.103; C -0.175; C -1.428; H 0.562; H 0.176; H 0.298; C 0.328; H 0.451; C -1.688; C -1.449; H 0.533; H 0.166; N 0.223; C 0.233; H 0.442; H 0.333; H 0.248; H 0.490; C 0.939; H 0.334; Cl -0.269; C -1.104; H 0.348; O -0.705; H 0.458; Cl -0.188; H 0.157; C 0.574; H 0.387; O -0.787; C -1.874; H 0.372; H 0.694; H 0.340; Cl -0.189; F -0.334

=====

No. 3
C22H24N4O3 | ωB97M-V with the def2-TZVPD basis set

Results
Kohn-Sham gap = 8.0 eV
LUMO = -0.2 eV
relative energy (zero: lowest compared OMol25 entry of this formula, charge and spin) = 2.561 eV

Each atom is followed by the atoms it is bonded to, with distances in Å.
Element x y z (Å)
1 C 1.45 -1.32 1.60  O27 1.214, N37 1.355, C43 1.516
2 O 3.11 1.82 0.34  C25 1.215
3 H 4.72 -2.51 -1.34  C21 1.081
4 H 4.69 -6.54 -2.74  C29 1.080
5 H -1.41 4.81 2.01  O30 0.973
6 H -2.39 -0.94 -2.50  C41 1.079
7 C -0.61 -0.04 -1.72  H14 1.079, C33 1.381, C41 1.390
8 H 2.29 -6.72 -2.16  C46 1.080
9 C -4.83 2.71 1.90  C22 1.527, H34 1.086, H52 1.088, H53 1.086
10 C 2.13 -2.37 -0.55  H23 1.092, H28 1.092, C43 1.538, C50 1.502
11 C -4.75 4.24 -0.12  H12 1.086, H16 1.088, C22 1.527, H35 1.086
12 H -4.31 5.03 0.48  C11 1.086
13 C -2.00 3.40 0.94  C15 1.405, N20 1.341, O30 1.332
14 H 0.03 -0.71 -2.28  C7 1.079
15 C -0.71 2.90 0.67  C13 1.405, N19 1.347, C47 1.447
16 H -4.40 4.33 -1.14  C11 1.088
17 H 1.12 -4.80 -1.17  C49 1.081
18 C -2.31 1.66 -0.38  N20 1.394, C40 1.383, C47 1.414
19 N 0.31 3.54 1.27  C15 1.347, N44 1.244
20 N -2.94 2.66 0.35  C13 1.341, C18 1.394, C22 1.453
21 C 4.18 -3.44 -1.52  H3 1.081, C26 1.384, C50 1.389
22 C -4.38 2.87 0.45  C9 1.527, C11 1.527, N20 1.453, H31 1.093
23 H 2.62 -1.43 -0.82  C10 1.092
24 H 1.01 1.01 -0.82  C33 1.077
25 C 2.17 2.04 1.07  O2 1.215, C42 1.556, N44 1.330
26 C 4.85 -4.52 -2.07  C21 1.384, C29 1.384, H32 1.080
27 O 0.26 -1.28 1.88  C1 1.214
28 H 1.09 -2.33 -0.88  C10 1.092
29 C 4.17 -5.70 -2.31  H4 1.080, C26 1.384, C46 1.385
30 O -2.27 4.45 1.72  H5 0.973, C13 1.332
31 H -4.84 2.09 -0.16  C22 1.093
32 H 5.89 -4.43 -2.33  C26 1.080
33 C -0.06 0.92 -0.90  C7 1.381, H24 1.077, C47 1.389
34 H -5.91 2.78 1.96  C9 1.086
35 H -5.83 4.35 -0.11  C11 1.086
36 H 1.58 -3.42 1.26  C43 1.090
37 N 2.28 -0.28 1.83  C1 1.355, H39 1.011, C42 1.434
38 H 2.26 1.36 3.13  C42 1.096
39 H 3.21 -0.28 1.42  N37 1.011
40 C -2.86 0.68 -1.19  C18 1.383, C41 1.383, H45 1.079
41 C -1.99 -0.17 -1.86  H6 1.079, C7 1.390, C40 1.383
42 C 1.80 1.02 2.20  C25 1.556, N37 1.434, H38 1.096, H48 1.093
43 C 2.13 -2.52 0.99  C1 1.516, C10 1.538, H36 1.090, H51 1.091
44 N 1.50 3.18 1.23  N19 1.244, C25 1.330
45 H -3.92 0.58 -1.32  C40 1.079
46 C 2.83 -5.80 -1.98  H8 1.080, C29 1.385, C49 1.383
47 C -0.91 1.77 -0.21  C15 1.447, C18 1.414, C33 1.389
48 H 0.71 0.96 2.32  C42 1.093
49 C 2.17 -4.72 -1.42  H17 1.081, C46 1.383, C50 1.389
50 C 2.84 -3.53 -1.19  C10 1.502, C21 1.389, C49 1.389
51 H 3.15 -2.61 1.35  C43 1.091
52 H -4.52 1.74 2.29  C9 1.088
53 H -4.39 3.49 2.52  C9 1.086

The molecule's Mulliken atomic charges, reported in e, are given here: C 0.665; O -0.613; H 0.381; H 0.373; H 0.394; H 0.403; C -0.786; H 0.373; C -1.468; C -0.382; C -1.454; H 0.318; C 0.521; H 0.573; C 0.459; H 0.359; H 0.399; C -0.120; N -0.114; N 0.263; C -0.235; C 0.167; H 0.420; H 0.492; C 0.514; C -0.612; O -0.657; H 0.100; C -0.406; O -0.525; H 0.347; H 0.379; C -0.280; H 0.445; H 0.444; H 0.384; N -0.178; H 0.348; H 0.300; C -0.960; C -0.999; C -0.739; C -0.840; N -0.871; H 0.368; C -0.635; C 1.341; H 0.422; C -0.336; C 0.205; H 0.370; H 0.364; H 0.323

=====

No. 4
C3H7NO2 | ωB97M-V with the def2-TZVPD basis set

Results
Kohn-Sham gap = 10.2 eV
LUMO = 0.5 eV
relative energy (zero: lowest compared OMol25 entry of this formula, charge and spin) = 1.684 eV

Each atom is followed by the atoms it is bonded to, with distances in Å.
Element x y z (Å)
1 N -0.99 1.01 -0.52  C3 1.352, H8 1.004, H13 1.011
2 O 1.54 -0.50 0.22  H7 0.968, C10 1.379
3 C -1.48 1.56 0.61  N1 1.352, H5 1.104, O11 1.210
4 H 2.87 -2.08 0.28  C10 1.080
5 H -1.02 1.13 1.51  C3 1.104
6 H 1.32 -3.62 -0.90  C12 1.077
7 H 2.08 -0.21 0.97  O2 0.968
8 H -1.32 1.21 -1.44  N1 1.004
9 H 0.23 -2.13 -1.28  C12 1.083
10 C 1.92 -1.78 -0.13  O2 1.379, H4 1.080, C12 1.321
11 O -2.36 2.39 0.68  C3 1.210
12 C 1.12 -2.56 -0.84  H6 1.077, H9 1.083, C10 1.321
13 H -0.31 0.27 -0.40  N1 1.011

The molecule's Mulliken atomic charges, reported in e, are given here: N -0.273; O -0.512; C 0.116; H 0.299; H 0.252; H 0.251; H 0.318; H 0.198; H 0.222; C 0.169; O -0.561; C -0.769; H 0.288

=====

| no. | E (eV) | largest force on an atom (eV/Å) |
| --- | --- | --- |
| 1 | -63996.7568 | 1.24 |
| 2 | -57571.0495 | 1.42 |
| 3 | -35306.0838 | 1.82 |
| 4 | -8808.8449 | 0.70 |